Entry 1:
ORCA calculation (ωB97M-V/def2-TZVPD) on the molecule C20H21NO4S in a non-equilibrium geometry.

Geometry as XYZ:
```
47
Properties=species:S:1:pos:R:3:lowdin_charge:R:1
C 1.53 3.63 2.01 -0.12
C 2.24 4.13 0.81 -0.21
C 1.53 3.59 -0.50 -0.19
O 0.14 3.55 -0.47 -0.05
C -0.53 2.33 -0.44 -0.20
C -1.98 2.42 -0.56 0.03
C -2.81 1.33 -0.33 0.02
N -2.18 0.12 -0.06 0.07
C -2.69 -1.12 0.09 -0.22
C -4.02 -1.55 -0.26 -0.37
C -4.55 -1.10 -1.60 -0.01
O -4.83 -2.00 0.57 0.08
C -1.79 -1.94 0.62 0.05
C -0.58 -1.26 0.65 -0.16
C 0.80 -1.84 0.92 -0.13
C 1.47 -1.37 2.04 -0.02
C 2.81 -1.74 2.31 -0.06
C 3.42 -2.59 1.43 -0.09
C 2.80 -3.03 0.31 -0.06
C 1.49 -2.67 0.06 -0.19
S 0.81 -3.25 -1.57 0.70
C 0.59 -1.73 -2.56 -0.12
O 1.68 -4.22 -2.19 -0.33
O -0.50 -3.93 -1.38 -0.34
C -0.81 0.00 0.31 -0.18
C 0.01 1.08 -0.05 0.06
H 2.22 3.86 2.90 0.10
H 1.27 2.52 2.04 0.09
H 0.62 4.13 2.15 0.05
H 2.37 5.21 0.90 0.10
H 3.25 3.76 0.72 0.10
H 1.88 2.62 -0.66 0.09
H 1.83 4.23 -1.27 0.10
H -2.35 3.35 -0.96 0.11
H -3.84 1.29 -0.46 0.10
H -5.34 -1.81 -1.81 0.09
H -3.87 -1.15 -2.47 0.10
H -4.96 -0.09 -1.53 0.07
H -2.06 -2.99 0.74 0.15
H 1.11 -0.61 2.76 0.12
H 3.29 -1.34 3.22 0.12
H 4.43 -2.80 1.75 0.11
H 3.32 -3.68 -0.29 0.09
H 0.42 -2.01 -3.60 0.07
H 1.52 -1.05 -2.46 0.11
H -0.28 -1.28 -2.10 0.03
H 1.11 1.02 0.24 0.13
```

Values from the calculation:
Kohn-Sham gap   8.050 eV
Maximum force   4.60 eV/Å
SMILES   CCCOc1ccn2c(C(C)=O)cc(-c3ccccc3S(C)(=O)=O)c2c1
E_HOMO   -7.79 eV

=====

Entry 2:
ORCA calculation (ωB97M-V/def2-TZVPD) on a cluster of 3 separate species, C5H10O2 in total in a non-equilibrium geometry.

Geometry as XYZ:
```
17
Properties=species:S:1:pos:R:3:lowdin_charge:R:1
C 2.51 -0.14 0.55 -0.12
O 1.10 -0.07 0.57 -0.21
C 0.57 -0.60 -0.66 -0.18
C -0.88 -0.35 -0.71 -0.15
C -2.14 -0.93 -0.16 -0.03
C -1.65 0.43 0.10 -0.38
O -1.50 1.16 1.24 0.02
H 2.93 -1.17 0.49 0.09
H 2.83 0.31 1.50 0.09
H 2.96 0.43 -0.28 0.09
H 1.09 -0.09 -1.49 0.12
H 0.86 -1.66 -0.72 0.13
H -1.21 1.80 -0.97 0.11
H -2.95 -1.14 -0.86 0.09
H -2.15 -1.50 0.77 0.11
H -1.84 2.27 -0.64 0.12
H -0.52 1.24 1.26 0.11
```

Values from the calculation:
Kohn-Sham gap   9.348 eV
Maximum force   3.52 eV/Å
E_HOMO   -8.44 eV

=====

Entry 3:
ORCA calculation (ωB97M-V/def2-TZVPD) on a cluster of 2 separate species, C6H8O6 in total in a non-equilibrium geometry.

Geometry as XYZ:
```
20
Properties=species:S:1:pos:R:3:lowdin_charge:R:1
C -2.04 -1.71 1.76 -0.77
C 2.35 0.06 -0.20 -0.60
C 0.47 -1.40 -1.17 -0.08
C -0.60 1.31 0.53 -0.09
C -0.77 -1.13 2.28 -0.24
C 1.04 -0.11 -0.48 -0.33
O -2.10 -2.93 2.03 -0.07
O 2.91 1.41 -0.06 -0.03
O -2.86 -0.95 1.23 -0.05
O 3.14 -0.86 -0.03 -0.07
O -0.62 -0.44 3.28 -0.01
O 0.24 1.09 -0.64 -0.21
H 1.43 -1.87 -1.59 0.07
H -0.24 -2.19 -0.56 0.10
H -0.17 -1.04 -2.00 0.04
H -1.34 0.61 0.81 0.03
H -0.94 2.31 0.43 0.05
H 0.07 1.47 1.39 0.08
H 0.18 -1.64 1.90 0.13
H 2.10 1.92 -0.02 0.04
```

Values from the calculation:
Kohn-Sham gap   5.781 eV
Maximum force   3.51 eV/Å
Charge   -2
E_HOMO   0.48 eV

=====

Entry 4:
ORCA calculation (ωB97M-V/def2-TZVPD) on a cluster of 2 separate species, C5H15N2 in total in a non-equilibrium geometry.

Geometry as XYZ:
```
22
Properties=species:S:1:pos:R:3:lowdin_charge:R:1
C 0.69 -1.25 -2.39 -0.05
C 0.87 -1.40 -0.89 -0.18
C -1.07 -2.06 0.43 0.20
N -0.13 -2.35 -0.37 0.05
H 0.60 -2.20 -2.91 0.09
H -0.22 -0.69 -2.58 0.09
H 1.50 -0.67 -2.84 0.09
H 1.85 -1.76 -0.58 0.14
H 0.69 -0.45 -0.39 0.10
H -1.81 -2.81 0.67 0.13
H -1.11 -1.07 0.88 0.11
H -0.09 -3.28 -0.78 0.18
C 0.25 1.51 2.20 -0.16
N 0.28 2.57 1.20 -0.17
C -0.82 2.45 0.24 -0.14
H -0.66 1.60 2.78 0.08
H 0.30 0.48 1.79 0.04
H 1.08 1.66 2.89 0.08
H 1.13 2.46 0.66 0.10
H -0.73 1.56 -0.42 0.05
H -0.84 3.34 -0.39 0.08
H -1.76 2.36 0.78 0.08
```

Values from the calculation:
Kohn-Sham gap   6.895 eV
Maximum force   1.00 eV/Å
Charge   +1
E_HOMO   -12.05 eV

=====

Entry 5:
ORCA calculation (ωB97M-V/def2-TZVPD) on a structure of composition C13H23BEuF4NP in a non-equilibrium geometry.

Geometry as XYZ:
```
44
Properties=species:S:1:pos:R:3:lowdin_charge:R:1
C 1.45 1.23 -3.52 -0.09
C 2.17 1.50 -2.35 -0.06
C 1.84 0.87 -1.14 -0.32
C 0.77 -0.05 -1.16 -0.16
C 0.05 -0.34 -2.30 -0.36
C 0.40 0.30 -3.50 -0.07
C 2.68 1.09 0.08 -0.15
C 2.10 2.04 1.21 -0.19
N 0.74 2.14 1.61 -0.29
Eu 1.36 -2.58 0.28 1.45
C -1.11 -1.37 -2.24 -0.31
P -2.22 -1.20 -0.83 0.74
H 3.04 2.18 -2.36 0.11
H -0.18 0.06 -4.41 0.10
H 1.71 1.74 -4.45 0.10
H -0.74 -2.42 -2.30 0.06
H -1.73 -1.24 -3.13 0.08
H 3.02 0.15 0.56 0.08
H 3.60 1.60 -0.24 0.10
H 2.63 1.78 2.11 0.10
C -3.51 -2.40 -0.45 -0.23
C -2.91 0.43 -0.81 -0.27
H 2.37 3.07 0.95 0.11
C -0.30 2.63 0.74 -0.09
C 0.36 1.69 2.92 -0.09
H -1.48 -1.98 0.48 -0.06
H -0.36 3.70 0.91 0.08
H -0.09 2.44 -0.32 0.07
H -1.28 2.19 0.97 0.07
H 0.32 2.57 3.57 0.07
H -0.65 1.20 2.97 0.09
H 1.06 0.97 3.34 0.08
H -3.73 0.47 -1.56 0.04
H -3.32 0.70 0.18 0.05
H -2.20 1.22 -1.09 0.04
H -4.35 -2.39 -1.15 0.06
H -3.10 -3.41 -0.38 0.04
H -3.88 -2.15 0.56 0.06
H -1.15 -1.16 0.42 0.01
F 2.58 -2.95 2.65 -0.09
B 1.31 -3.51 3.24 -1.15
F 0.32 -2.46 2.97 -0.03
F 0.93 -4.56 2.36 0.03
F 1.47 -3.79 4.58 0.17
```

Values from the calculation:
<S²>   15.99
Kohn-Sham gap (alpha / beta)   4.348 / 4.894 eV
Maximum force   5.53 eV/Å
E_HOMO (alpha / beta)   -5.00 / -5.77 eV
Multiplicity   8

=====

Entry 6:
ORCA calculation (ωB97M-V/def2-TZVPD) on a cluster of 15 separate species, C98H212F15N10O13 in total in a non-equilibrium geometry.

Geometry as XYZ:
```
348
Properties=species:S:1:pos:R:3:lowdin_charge:R:1
C -2.67 0.44 6.61 -0.10
C -3.09 -1.03 6.46 -0.24
C -3.27 -1.77 7.83 -0.15
C -3.56 -3.22 7.42 -0.12
N -3.38 -4.30 8.51 -0.27
C -1.96 -4.35 9.09 -0.11
C -1.84 -5.74 9.62 -0.15
C -2.49 -6.56 8.51 -0.11
C -3.53 -5.61 7.87 -0.11
C -4.33 -4.08 9.62 0.03
H -3.52 1.07 7.00 0.09
H -2.40 0.85 5.66 0.06
H -1.89 0.61 7.32 0.06
H -2.32 -1.51 5.87 0.10
H -4.00 -1.00 5.84 0.10
H -4.10 -1.26 8.32 0.12
H -2.36 -1.86 8.47 0.13
H -2.76 -3.46 6.70 0.12
H -4.54 -3.39 6.99 0.14
H -1.84 -3.63 9.87 0.12
H -1.32 -4.14 8.26 0.12
H -2.26 -5.86 10.64 0.13
H -0.76 -5.97 9.74 0.14
H -2.91 -7.46 8.84 0.10
H -1.71 -6.84 7.81 0.11
H -4.58 -5.96 8.06 0.16
H -3.39 -5.52 6.83 0.08
H -4.09 -3.20 10.22 0.12
H -4.16 -4.95 10.24 0.11
H -5.33 -3.96 9.16 0.13
C 7.52 -1.74 1.62 -0.11
C 8.00 -2.87 2.48 -0.24
C 7.08 -4.15 2.30 -0.15
C 5.63 -3.85 2.83 -0.02
N 4.73 -5.15 2.53 -0.26
C 4.36 -5.13 1.13 -0.16
C 3.22 -6.11 1.00 -0.12
C 2.54 -6.07 2.41 -0.14
C 3.37 -5.07 3.19 -0.10
C 5.29 -6.40 3.01 0.00
H 8.20 -0.92 1.64 0.07
H 6.52 -1.28 2.01 0.10
H 7.35 -2.19 0.63 0.07
H 8.00 -2.63 3.52 0.09
H 9.04 -3.14 2.24 0.12
H 7.56 -4.97 2.76 0.09
H 7.02 -4.36 1.23 0.10
H 5.08 -3.03 2.33 0.11
H 5.58 -3.77 3.90 0.12
H 5.24 -5.43 0.56 0.13
H 4.12 -4.08 0.86 0.12
H 3.65 -7.08 0.91 0.11
H 2.50 -5.89 0.23 0.09
H 2.56 -7.08 2.82 0.12
H 1.52 -5.74 2.41 0.08
H 3.44 -5.34 4.22 0.12
H 2.93 -4.04 3.06 0.13
H 4.59 -7.27 2.92 0.12
H 5.45 -6.34 4.08 0.12
H 6.17 -6.73 2.47 0.12
C -4.89 3.26 -8.05 -0.11
C -4.42 3.64 -9.47 -0.21
C -5.03 5.02 -9.74 -0.20
C -4.32 6.21 -9.09 -0.08
N -5.06 7.55 -9.21 -0.28
C -6.13 7.66 -8.17 -0.11
C -7.13 8.69 -8.69 -0.13
C -6.73 9.02 -10.15 -0.09
C -5.85 7.79 -10.44 -0.11
C -4.12 8.67 -9.04 0.03
H -4.49 2.32 -7.60 0.07
H -5.98 3.20 -8.04 0.07
H -4.78 4.09 -7.34 0.06
H -4.77 2.94 -10.23 0.11
H -3.33 3.64 -9.59 0.11
H -6.10 4.98 -9.43 0.12
H -5.18 5.25 -10.78 0.11
H -3.35 6.37 -9.50 0.13
H -4.29 6.06 -8.00 0.13
H -5.67 7.91 -7.21 0.14
H -6.65 6.69 -8.08 0.14
H -7.14 9.56 -8.04 0.12
H -8.12 8.31 -8.51 0.12
H -6.17 9.91 -10.14 0.09
H -7.57 9.07 -10.83 0.13
H -5.11 7.99 -11.22 0.15
H -6.44 6.94 -10.73 0.13
H -3.31 8.38 -8.33 0.13
H -4.65 9.55 -8.70 0.11
H -3.70 8.92 -10.03 0.13
C 1.61 -7.58 -3.39 -0.10
C 1.93 -6.37 -4.23 -0.24
C 2.88 -5.40 -3.46 -0.17
C 3.58 -4.34 -4.31 -0.05
N 4.01 -3.05 -3.54 -0.21
C 4.58 -1.95 -4.49 -0.08
C 5.32 -0.96 -3.59 -0.13
C 5.58 -1.71 -2.25 -0.13
C 5.08 -3.16 -2.51 -0.11
C 2.82 -2.44 -2.85 -0.01
H 2.49 -8.22 -3.34 0.09
H 0.77 -8.09 -3.86 0.08
H 1.39 -7.18 -2.40 0.06
H 1.04 -5.85 -4.48 0.08
H 2.44 -6.63 -5.17 0.13
H 3.59 -5.94 -2.91 0.09
H 2.25 -4.87 -2.75 0.09
H 2.80 -4.00 -4.99 0.11
H 4.49 -4.65 -4.85 0.15
H 3.78 -1.43 -5.05 0.11
H 5.25 -2.46 -5.18 0.13
H 4.66 -0.07 -3.46 0.13
H 6.25 -0.83 -4.11 0.11
H 5.06 -1.21 -1.44 0.11
H 6.68 -1.81 -2.08 0.12
H 4.62 -3.53 -1.58 0.12
H 5.96 -3.76 -2.70 0.13
H 3.06 -1.45 -2.49 0.09
H 2.44 -3.04 -2.04 0.08
H 2.05 -2.21 -3.67 0.10
C -4.49 3.82 -1.19 -0.11
C -3.03 3.50 -1.05 -0.24
C -2.26 4.53 -0.15 -0.20
C -2.78 4.47 1.21 -0.13
N -1.96 5.35 2.14 -0.27
C -2.75 5.60 3.45 -0.07
C -3.40 6.92 3.28 -0.13
C -3.05 7.42 1.83 -0.12
C -1.77 6.70 1.60 -0.13
C -0.71 4.67 2.43 0.00
H -5.04 3.57 -0.29 0.04
H -4.88 3.18 -2.05 0.09
H -4.73 4.89 -1.38 0.10
H -2.54 3.54 -2.03 0.10
H -2.84 2.45 -0.63 0.13
H -2.42 5.54 -0.62 0.14
H -1.20 4.34 -0.20 0.10
H -2.71 3.45 1.58 0.15
H -3.76 4.90 1.25 0.13
H -1.99 5.68 4.24 0.14
H -3.39 4.76 3.74 0.14
H -3.00 7.67 3.94 0.12
H -4.44 6.96 3.49 0.11
H -2.93 8.50 1.86 0.13
H -3.91 7.23 1.19 0.12
H -0.92 7.21 2.19 0.19
H -1.42 6.65 0.57 0.13
H -0.15 5.16 3.26 0.11
H -0.12 4.56 1.54 0.11
H -0.94 3.69 2.88 0.12
C 6.12 2.03 4.45 -0.08
C 6.15 0.61 5.12 -0.22
C 5.53 0.46 6.53 -0.18
C 4.28 -0.35 6.43 -0.18
N 3.85 -0.90 7.72 -0.28
C 4.64 -2.06 8.14 -0.12
C 3.72 -2.85 9.11 -0.14
C 2.29 -2.49 8.73 -0.17
C 2.45 -1.58 7.54 -0.07
C 3.67 0.11 8.80 0.04
H 6.69 2.67 5.16 0.08
H 5.12 2.46 4.23 0.07
H 6.72 2.06 3.56 0.05
H 7.18 0.26 5.13 0.10
H 5.55 -0.13 4.50 0.10
H 5.14 1.44 6.94 0.14
H 6.21 -0.15 7.14 0.12
H 4.40 -1.22 5.78 0.12
H 3.48 0.38 6.13 0.15
H 5.58 -1.75 8.63 0.14
H 4.88 -2.57 7.18 0.13
H 3.98 -2.72 10.19 0.13
H 3.89 -3.92 8.83 0.12
H 1.78 -2.04 9.62 0.12
H 1.71 -3.36 8.45 0.10
H 1.74 -0.70 7.56 0.11
H 2.50 -2.20 6.65 0.13
H 3.15 -0.29 9.69 0.12
H 3.03 0.85 8.37 0.08
H 4.61 0.55 9.15 0.12
C 3.89 6.12 -9.23 -0.09
C 3.74 6.93 -7.95 -0.24
C 4.92 7.01 -6.93 -0.20
C 4.41 7.60 -5.60 -0.08
N 5.39 7.30 -4.38 -0.23
C 5.38 5.82 -3.94 -0.08
C 4.70 5.85 -2.59 -0.15
C 5.17 7.16 -2.00 -0.16
C 4.98 8.13 -3.15 -0.10
C 6.79 7.69 -4.83 0.02
H 3.74 5.08 -9.05 0.06
H 4.87 6.36 -9.68 0.09
H 3.14 6.45 -9.91 0.06
H 2.86 6.52 -7.39 0.12
H 3.59 7.98 -8.21 0.11
H 5.79 7.53 -7.30 0.10
H 5.31 6.04 -6.69 0.09
H 3.47 7.07 -5.30 0.12
H 4.23 8.69 -5.70 0.14
H 6.44 5.55 -3.95 0.13
H 4.91 5.15 -4.70 0.14
H 5.02 5.04 -1.91 0.14
H 3.62 5.82 -2.77 0.10
H 6.20 7.19 -1.74 0.11
H 4.60 7.49 -1.08 0.15
H 5.54 9.04 -3.08 0.13
H 3.93 8.41 -3.32 0.14
H 6.84 8.78 -5.00 0.12
H 7.10 7.06 -5.69 0.12
H 7.35 7.57 -3.96 0.08
C -7.10 -0.31 3.55 0.04
N -7.23 -1.35 2.43 -0.34
C -6.09 -2.39 2.54 0.03
C -8.54 -2.08 2.52 0.01
C -7.19 -0.75 1.05 -0.11
C -5.89 -0.01 0.67 -0.21
O -5.68 1.19 1.40 -0.05
H -6.11 0.15 3.54 0.10
H -7.31 -0.83 4.43 0.08
H -7.83 0.52 3.35 0.14
H -5.09 -1.96 2.38 0.11
H -6.21 -3.13 1.75 0.11
H -6.20 -2.88 3.50 0.11
H -9.40 -1.37 2.59 0.13
H -8.62 -2.60 3.46 0.10
H -8.59 -2.86 1.74 0.12
H -8.05 -0.09 0.99 0.14
H -7.29 -1.58 0.32 0.15
H -5.99 0.22 -0.45 0.15
H -5.04 -0.63 0.85 0.09
H -5.87 1.91 0.82 0.06
C -3.10 -1.76 -6.08 0.03
N -2.50 -1.34 -4.76 -0.32
C -1.61 -2.46 -4.18 0.06
C -1.55 -0.22 -5.06 0.02
C -3.59 -0.86 -3.88 -0.12
C -3.29 -0.54 -2.44 -0.23
O -3.03 -1.59 -1.55 -0.06
H -2.27 -1.73 -6.77 0.08
H -3.82 -0.98 -6.39 0.11
H -3.60 -2.75 -6.03 0.13
H -2.28 -3.35 -3.98 0.13
H -1.07 -2.17 -3.27 0.09
H -0.87 -2.69 -4.89 0.05
H -1.00 0.02 -4.19 0.07
H -2.15 0.62 -5.43 0.12
H -0.86 -0.51 -5.87 0.11
H -4.39 -1.59 -3.85 0.15
H -3.94 -0.01 -4.36 0.11
H -4.12 -0.02 -2.00 0.10
H -2.43 0.19 -2.42 0.12
H -2.12 -1.77 -1.31 0.04
C -1.84 -7.11 -1.71 0.01
N -1.73 -6.90 -0.24 -0.31
C -2.60 -7.93 0.34 -0.01
C -0.34 -7.27 0.20 0.00
C -2.20 -5.51 0.23 -0.08
C -1.01 -4.64 0.55 -0.27
O -0.09 -4.46 -0.52 -0.15
H -1.64 -8.15 -1.85 0.10
H -1.30 -6.42 -2.35 0.11
H -2.85 -7.10 -1.98 0.08
H -2.65 -7.87 1.41 0.09
H -2.24 -8.91 0.00 0.12
H -3.59 -7.72 -0.05 0.11
H -0.25 -7.15 1.30 0.09
H 0.41 -6.69 -0.26 0.06
H -0.23 -8.30 -0.03 0.10
H -2.70 -5.62 1.18 0.12
H -2.88 -5.17 -0.55 0.13
H -0.58 -5.14 1.47 0.10
H -1.49 -3.66 0.78 0.12
H 0.79 -4.21 0.02 0.06
C 0.13 6.13 -4.26 -0.47
O -0.15 5.57 -2.90 -0.13
O 1.37 6.00 -4.69 -0.18
C -0.89 5.51 -5.26 -0.57
F -0.85 4.14 -5.42 0.08
F -2.15 5.77 -4.81 0.08
F -0.78 6.02 -6.44 0.17
C 0.78 4.58 -2.54 -0.28
C 0.65 3.13 -3.18 -0.06
H -0.39 2.98 -3.48 0.05
H 1.22 3.02 -4.13 0.08
H 0.92 2.43 -2.40 0.02
H 0.78 4.46 -1.47 0.08
H 1.81 4.91 -2.82 0.08
H -0.19 7.22 -4.08 0.15
C 1.70 -2.03 -6.56 -0.45
O 1.61 -1.01 -7.62 -0.13
O 1.31 -1.67 -5.33 -0.21
C 0.70 -3.15 -7.11 -0.48
F 0.49 -4.14 -6.25 0.13
F -0.56 -2.64 -7.39 0.08
F 1.19 -3.72 -8.28 0.10
C 2.58 0.02 -7.60 -0.26
C 2.32 1.07 -6.49 -0.08
H 2.29 0.62 -5.52 0.03
H 3.16 1.80 -6.54 0.08
H 1.40 1.60 -6.76 0.07
H 2.51 0.50 -8.62 0.14
H 3.58 -0.44 -7.56 0.11
H 2.70 -2.45 -6.73 0.13
C 1.09 2.38 6.90 -0.56
O -0.16 2.99 7.19 -0.14
O 1.15 1.10 7.02 -0.16
C 1.36 2.91 5.41 -0.46
F 0.94 2.16 4.39 0.12
F 0.84 4.21 5.18 0.04
F 2.72 2.92 5.27 0.08
C -0.17 4.25 7.95 -0.21
C -0.41 3.90 9.44 -0.06
H -1.40 3.49 9.56 0.06
H 0.38 3.32 9.82 0.05
H -0.42 4.82 10.08 0.09
H -0.95 4.78 7.49 0.09
H 0.86 4.65 7.88 0.12
H 1.94 2.90 7.44 0.14
C 1.33 -2.32 0.93 -0.38
O 1.39 -1.66 -0.43 -0.11
O 1.84 -3.55 0.92 -0.15
C 2.11 -1.42 1.92 -0.52
F 1.88 -0.10 1.77 0.13
F 1.80 -1.60 3.21 0.13
F 3.49 -1.56 1.86 0.08
C 0.24 -0.99 -0.85 -0.28
C 0.56 0.11 -1.87 -0.06
H -0.36 0.59 -2.14 0.04
H 1.34 0.77 -1.40 0.10
H 0.92 -0.38 -2.77 0.06
H -0.22 -0.60 0.10 0.13
H -0.47 -1.77 -1.32 0.10
H 0.34 -2.20 1.44 0.15
C -1.39 -6.35 4.30 -0.50
O -2.79 -6.26 4.76 -0.13
O -1.22 -6.45 2.99 -0.16
C -0.61 -5.17 4.76 -0.56
F 0.74 -5.49 4.77 0.11
F -0.79 -4.07 4.15 0.22
F -0.87 -4.85 6.10 0.06
C -3.34 -7.65 4.69 -0.21
C -4.82 -7.50 4.23 -0.07
H -4.87 -7.14 3.20 0.06
H -5.28 -8.52 4.29 0.09
H -5.40 -6.87 4.90 0.05
H -3.35 -8.27 5.61 0.12
H -2.74 -8.19 3.99 0.09
H -0.90 -7.13 4.85 0.14
```

Values from the calculation:
Kohn-Sham gap   6.166 eV
Maximum force   3.79 eV/Å
Charge   +5
E_HOMO   -13.77 eV